2 unconnected molecules or ions with the total composition C2H9NP at a distorted geometry. Source: the OMol25 dataset; level of theory: ωB97M-V/def2-TZVPD.

## Properties
Highest occupied orbital energy (alpha / beta), eV: -11.348 / -14.503
Lowest unoccupied orbital energy (alpha / beta), eV: -3.77 / -6.44
Gap between HOMO and LUMO (alpha / beta), eV: 7.58 / 8.06
⟨S²⟩: 2.006

Geometry as ORCA input:
```
! wB97M-V def2-TZVPD RIJCOSX def2/J DEFGRID3
* xyz 1 3
C -0.59 0.56 0.99
C 0.50 -0.06 0.12
N 0.46 -1.50 0.20
P 0.02 0.60 -2.35
H -1.62 0.31 0.56
H -0.47 1.53 0.89
H -0.66 0.42 2.09
H 1.40 0.44 -0.05
H -0.44 -1.96 0.22
H 0.96 -2.03 -0.54
H 0.95 -1.70 1.04
H 1.35 1.27 -2.10
H -0.64 1.78 -2.21
*
```

Atomic partial charges in e from the natural (NBO) method, atoms 1 to 8:
1 C -0.717
2 C 0.057
3 N -0.709
4 P 0.102
5 H 0.241
6 H 0.245
7 H 0.266
8 H 0.225



A molecular structure, C44H24I4N4Ni. Source: the OMol25 dataset; level of theory: ωB97M-V/def2-TZVPD.

## Properties
Highest occupied orbital energy, eV: -7.108
Lowest unoccupied orbital energy, eV: -1.36
Gap between HOMO and LUMO, eV: 5.74

Geometry as ORCA input:
```
! wB97M-V def2-TZVPD RIJCOSX def2/J DEFGRID3
* xyz 0 1
Ni 0.01 0.08 0.18
I 5.77 7.63 2.17
C 4.49 6.03 1.68
C 4.12 5.13 2.67
C 3.31 4.06 2.33
C 2.85 3.89 1.03
C 3.24 4.81 0.05
C 4.06 5.88 0.38
C 1.99 2.73 0.69
C 2.54 1.45 0.77
C 3.95 1.19 0.89
C 4.12 -0.13 0.67
C 2.81 -0.70 0.52
C 2.55 -2.05 0.59
C 3.61 -3.05 0.32
C 4.09 -3.94 1.28
C 4.95 -4.97 0.94
C 5.36 -5.11 -0.38
I 6.56 -6.74 -0.92
C 4.95 -4.20 -1.34
C 4.09 -3.17 -0.99
C 1.25 -2.51 0.92
N 0.13 -1.76 0.73
C -0.92 -2.54 1.16
C -2.25 -2.28 0.88
C -3.28 -3.26 1.31
C -4.15 -2.94 2.35
C -5.11 -3.85 2.77
C -5.21 -5.08 2.14
I -6.65 -6.47 2.79
C -4.37 -5.41 1.08
C -3.41 -4.50 0.68
C -2.64 -1.19 0.11
C -3.94 -1.06 -0.49
C -3.89 0.05 -1.27
C -2.58 0.62 -1.10
N -1.84 -0.16 -0.27
C -2.23 1.90 -1.53
C -1.13 2.56 -0.97
C -0.91 3.97 -1.01
C 0.20 4.21 -0.27
C 0.72 2.94 0.14
N -0.13 1.94 -0.27
C -3.10 2.55 -2.53
C -3.30 1.91 -3.76
C -4.11 2.45 -4.74
C -4.74 3.66 -4.51
I -5.97 4.50 -6.00
C -4.57 4.32 -3.30
C -3.76 3.77 -2.32
C -0.42 -3.77 1.69
C 0.92 -3.77 1.49
N 1.86 0.29 0.56
H 4.46 5.27 3.68
H 3.01 3.35 3.09
H 2.93 4.66 -0.97
H 4.35 6.59 -0.38
H 4.70 1.94 1.08
H 5.04 -0.69 0.66
H 3.80 -3.81 2.32
H 5.31 -5.65 1.70
H 5.30 -4.29 -2.36
H 3.76 -2.47 -1.74
H -4.06 -1.98 2.84
H -5.78 -3.60 3.59
H -4.47 -6.36 0.58
H -2.74 -4.74 -0.14
H -4.76 -1.74 -0.34
H -4.68 0.46 -1.87
H -1.52 4.69 -1.51
H 0.63 5.17 -0.03
H -2.79 0.97 -3.95
H -4.24 1.92 -5.68
H -5.08 5.25 -3.11
H -3.68 4.26 -1.37
H -1.03 -4.55 2.12
H 1.61 -4.55 1.76
*
```

Atomic partial charges in e from the Mulliken method, atoms 1 to 8:
1 Ni -0.410
2 I 0.080
3 C -0.072
4 C -0.642
5 C -0.162
6 C -0.123
7 C -0.272
8 C -0.703



Record order is preserved below.
Energy above the lowest of the compared OMol25 structures with the same formula, charge and spin: 0.000 0.000 eV